1.
Formula: C3H4CoO3
Source: the Open Molecules 2025 dataset
Level of theory: the ωB97M-V functional and the def2-TZVPD basis

```
! wB97M-V def2-TZVPD RIJCOSX def2/J DEFGRID3
* xyz 1 5
O 2.32609 0.42666 0.25178
C 2.15387 -0.76184 0.46500
O 2.57354 -1.84713 0.29057
C -1.06482 0.96720 -0.62028
C -0.99566 -0.37614 0.11468
O 0.12467 -0.39537 1.04526
Co 0.60012 1.42695 0.46091
H -0.94666 0.85892 -1.70984
H -2.01046 1.49708 -0.42972
H -0.85714 -1.22511 -0.57953
H -1.90356 -0.57120 0.71116
*
```

Summary:
Energy relative to the best compared isomer or geometry (same formula, charge and spin) = 42.5 kJ/mol
Maximum force = 4.453 eV Å⁻¹
Highest occupied orbital energy (spin up / spin down) = -15.65 / -15.25 eV



2.
Formula: C3H10S3
Source: the Open Molecules 2025 dataset
Level of theory: the ωB97M-V functional and the def2-TZVPD basis

```
! wB97M-V def2-TZVPD RIJCOSX def2/J DEFGRID3
* xyz 0 1
C 1.12361 2.22881 -2.10772
S 2.32921 1.01410 -1.52826
S 1.91590 0.99202 0.51666
H 1.01486 3.04131 -1.39168
H 1.49970 2.63154 -3.04858
H 0.16296 1.76523 -2.31455
H 3.06813 1.57968 0.85527
C -2.12350 -0.06741 1.10040
C -1.77746 -1.47530 0.62339
S -3.02323 -2.62175 1.23895
H -2.01363 0.00439 2.17989
H -1.47538 0.65675 0.61797
H -3.16449 0.16677 0.89144
H -0.76560 -1.74929 0.91125
H -1.74294 -1.48289 -0.47075
H -2.45394 -3.76189 0.88701
*
```

Summary:
Energy relative to the best compared isomer or geometry (same formula, charge and spin) = 14.6 kJ/mol
Structure (SMILES) = CCS.CSS
Maximum force = 0.932 eV Å⁻¹
Highest occupied orbital energy = -8.95 eV



3.
Formula: C4H6N2
Source: the Open Molecules 2025 dataset
Level of theory: the ωB97M-V functional and the def2-TZVPD basis

```
! wB97M-V def2-TZVPD RIJCOSX def2/J DEFGRID3
* xyz 0 1
C 0.94286 -0.47988 0.04883
C 0.29454 -1.47372 0.68824
C -0.89066 -0.93873 0.96641
C -1.04966 0.15062 0.34911
H 0.60194 1.53432 -1.94633
H 0.59405 2.60611 -0.67765
H 1.98144 -0.51874 -0.27175
H 0.97625 -2.13731 1.12904
H -1.72242 -1.68483 1.12834
H -1.93633 0.66299 -0.04272
N 0.12357 1.68669 -1.15199
N 0.08442 0.59249 -0.21954
*
```

Summary:
Energy relative to the best compared isomer or geometry (same formula, charge and spin) = 339.9 kJ/mol
Structure (SMILES) = Nn1cccc1
Maximum force = 9.755 eV Å⁻¹
Highest occupied orbital energy = -8.45 eV



4.
Formula: C2H3OPr
Source: the Open Molecules 2025 dataset
Level of theory: the ωB97M-V functional and the def2-TZVPD basis

```
! wB97M-V def2-TZVPD RIJCOSX def2/J DEFGRID3
* xyz 2 3
O -0.84056 1.12678 0.50723
C 0.12656 0.49681 -0.24020
Pr 2.53383 1.36219 -0.30586
H -1.71023 0.77684 0.30145
C 0.01026 -0.87057 -0.08411
H 0.72807 -1.53294 -0.57130
H -0.84792 -1.35912 0.39279
*
```

Summary:
Energy relative to the best compared isomer or geometry (same formula, charge and spin) = 57.5 kJ/mol
Maximum force = 2.898 eV Å⁻¹
Highest occupied orbital energy (spin up / spin down) = -17.60 / -17.09 eV



- Among the records above, which one has the highest maximum force?
  C4H6N2